Formula: C42H82N2O26S4
Source: the Open Molecules 2025 dataset
Level of theory: ωB97M-V/def2-TZVPD

Results
Gap between HOMO and LUMO = 9.6 eV
SMILES string = CCOS(C)(=O)=O.CCOS(C)(=O)=O.CCOS(C)(=O)=O.CCOS(C)(=O)=O.O=C1CCCO1.O=C1CCCO1.O=C1CCCO1.O=C1CCCO1.O=C1CCCO1.O=C1CCCO1.CNC(C)=O.CNC(C)=O
Total energy = -5308.053780 Eh
Largest force on an atom = 4.38 eV/A

Geometry as ORCA input:
```
! RIJCOSX wB97M-V def2-TZVPD def2/J DEFGRID3
* xyz 0 1
C -3.172 0.160 -2.639
C -3.630 0.067 -1.185
O -5.012 0.648 -1.072
S -5.357 1.642 0.011
C -5.790 0.757 1.462
O -4.244 2.491 0.359
O -6.552 2.270 -0.506
H -2.172 -0.217 -2.899
H -3.185 1.235 -2.949
H -3.829 -0.337 -3.362
H -3.756 -0.889 -0.779
H -3.014 0.601 -0.438
H -6.659 0.102 1.210
H -5.997 1.443 2.272
H -4.937 0.105 1.653
C 1.426 0.153 3.595
C 1.418 -1.149 4.334
O 2.622 -1.335 5.121
S 2.606 -1.107 6.666
C 2.106 -2.655 7.392
O 3.944 -0.985 7.114
O 1.662 -0.064 6.933
H 0.462 0.231 3.048
H 2.202 0.145 2.825
H 1.515 0.972 4.316
H 0.644 -1.167 5.087
H 1.294 -1.987 3.607
H 2.676 -2.769 8.311
H 2.292 -3.466 6.710
H 1.018 -2.606 7.519
C -1.420 5.016 -1.828
C -0.788 6.258 -1.405
O 0.651 6.030 -1.250
S 1.247 5.580 0.228
C 2.814 6.436 0.205
O 0.427 6.189 1.278
O 1.427 4.198 0.067
H -2.515 5.086 -1.725
H -1.126 4.267 -1.094
H -1.052 4.758 -2.834
H -0.768 7.064 -2.168
H -1.040 6.501 -0.394
H 2.752 7.474 0.386
H 3.243 6.204 -0.808
H 3.385 6.015 1.027
C 0.470 5.062 5.058
C 0.013 3.611 5.241
O -0.102 2.979 3.917
S -1.545 2.632 3.285
C -2.076 4.160 2.581
O -1.257 1.675 2.262
O -2.418 2.327 4.346
H 1.278 5.008 4.327
H 0.797 5.569 5.990
H -0.352 5.633 4.603
H 0.649 2.965 5.821
H -0.974 3.568 5.698
H -2.163 4.895 3.438
H -3.044 3.963 2.046
H -1.310 4.498 1.865
O 0.289 -1.726 -4.862
C -0.061 -2.615 -4.109
C -1.271 -3.533 -4.206
C -1.133 -4.460 -3.081
C 0.164 -4.071 -2.430
O 0.699 -2.979 -3.111
H -2.140 -2.910 -4.059
H -1.286 -3.944 -5.172
H -1.958 -4.323 -2.367
H -1.083 -5.505 -3.408
H 0.222 -3.816 -1.379
H 0.906 -4.860 -2.570
O 4.408 -3.456 -2.555
C 4.019 -2.480 -3.176
C 3.754 -2.379 -4.707
C 3.292 -0.895 -4.904
C 2.891 -0.484 -3.459
O 3.595 -1.365 -2.528
H 4.725 -2.627 -5.205
H 3.099 -3.151 -4.964
H 4.216 -0.373 -5.179
H 2.577 -0.784 -5.725
H 3.098 0.555 -3.173
H 1.831 -0.639 -3.312
O 4.773 4.692 2.563
C 5.055 3.609 2.060
C 4.143 2.405 2.147
C 4.660 1.634 0.902
C 6.151 1.902 1.034
O 6.245 3.266 1.536
H 4.338 1.825 3.066
H 3.105 2.692 2.074
H 4.441 0.546 0.946
H 4.237 2.194 0.075
H 6.601 1.164 1.783
H 6.554 1.835 0.019
O 3.514 -1.916 1.502
C 3.724 -2.984 0.994
C 2.629 -3.733 0.266
C 3.229 -5.161 0.426
C 4.786 -4.961 0.473
O 4.905 -3.682 1.167
H 1.677 -3.705 0.785
H 2.502 -3.359 -0.746
H 2.872 -5.624 1.345
H 2.806 -5.869 -0.316
H 5.273 -5.691 1.047
H 5.329 -4.877 -0.444
O -5.225 -2.763 1.814
C -4.125 -2.611 2.234
C -3.422 -3.294 3.417
C -2.194 -2.367 3.656
C -1.924 -1.792 2.305
O -3.213 -1.780 1.600
H -4.093 -3.452 4.253
H -3.091 -4.251 2.994
H -2.488 -1.484 4.268
H -1.328 -2.857 4.040
H -1.601 -0.723 2.264
H -1.205 -2.314 1.783
O -1.163 -1.955 -0.862
C -0.342 -1.091 -0.679
C 0.586 -0.724 0.526
C 1.522 0.273 -0.204
C 0.602 0.999 -1.133
O -0.247 -0.096 -1.625
H -0.092 -0.167 1.201
H 1.018 -1.545 1.047
H 2.010 1.040 0.439
H 2.295 -0.209 -0.771
H -0.101 1.646 -0.600
H 1.118 1.430 -1.931
C -1.620 1.172 -6.003
N -0.357 1.127 -5.221
C 0.524 2.110 -5.171
C 0.184 3.429 -5.857
O 1.565 2.016 -4.563
H -2.244 0.350 -5.682
H -1.498 1.074 -7.106
H -2.208 2.108 -5.815
H -0.052 0.230 -4.899
H 0.969 4.094 -5.559
H -0.815 3.846 -5.587
H 0.030 3.338 -6.913
C -6.239 -2.724 -1.841
N -5.571 -3.726 -2.639
C -4.646 -4.648 -2.251
C -4.143 -4.569 -0.823
O -4.298 -5.523 -3.006
H -7.078 -3.144 -1.316
H -6.587 -1.913 -2.540
H -5.525 -2.291 -1.178
H -5.879 -3.862 -3.580
H -4.938 -4.463 -0.057
H -3.478 -3.764 -0.672
H -3.583 -5.475 -0.701
*
```

=====

Formula: C18H37BBrN2O4
Source: the Open Molecules 2025 dataset
Level of theory: ωB97M-V/def2-TZVPD

Results
Gap between HOMO and LUMO = 3.9 eV
Total energy = -3716.992203 Eh
Largest force on an atom = 6.20 eV/A

Geometry as ORCA input:
```
! RIJCOSX wB97M-V def2-TZVPD def2/J DEFGRID3
* xyz 1 1
C -0.291 -4.147 1.697
C 0.784 -3.801 0.607
C 2.256 -3.764 1.197
Br 2.165 -2.785 2.912
B 3.181 -3.023 0.097
C 2.786 -1.619 -0.589
C 2.496 -0.481 0.415
O 2.377 0.823 -0.231
C 2.002 1.716 0.728
O 1.479 2.749 0.488
C 4.541 -3.706 -0.400
C 5.820 -3.398 0.452
O 6.551 -2.254 -0.004
C 5.604 -3.280 1.981
N 5.227 -4.566 2.581
H -0.692 -3.236 2.179
H 0.101 -4.819 2.481
H -1.156 -4.665 1.232
H 0.776 -4.524 -0.229
H 0.501 -2.798 0.232
H 2.625 -4.789 1.382
H 3.547 -1.320 -1.340
H 1.869 -1.836 -1.190
H 3.275 -0.487 1.200
H 1.510 -0.685 0.885
H 2.184 1.402 1.783
H 4.743 -3.291 -1.415
H 4.389 -4.797 -0.572
H 6.513 -4.254 0.307
H 6.021 -1.496 0.289
H 6.600 -3.020 2.407
H 4.940 -2.436 2.281
H 4.428 -4.500 3.198
H 5.137 -5.311 1.900
C -2.103 4.255 0.095
C -2.287 3.016 -0.829
C -2.481 3.366 -2.333
C -3.903 3.642 -2.835
C -4.927 2.684 -2.232
C -4.818 2.637 -0.700
N -3.430 2.218 -0.285
O -3.276 1.072 -0.570
C -5.207 4.034 -0.164
C -5.884 1.709 -0.099
C -0.915 2.323 -0.739
H -2.954 4.458 0.743
H -1.287 4.096 0.803
H -1.886 5.161 -0.468
H -2.115 2.522 -2.926
H -1.839 4.208 -2.590
H -4.180 4.679 -2.634
H -3.920 3.543 -3.923
H -5.933 2.993 -2.519
H -4.793 1.683 -2.659
H -5.193 4.062 0.927
H -6.217 4.285 -0.486
H -4.575 4.838 -0.532
H -5.829 0.691 -0.489
H -6.880 2.085 -0.324
H -5.788 1.666 0.987
H -0.725 1.940 0.261
H -0.129 3.034 -0.976
H -0.814 1.496 -1.446
*
```